Entry 1:
A molecular structure, C4H6O2 in a non-equilibrium geometry, computed with ωB97M-V/def2-TZVPD.

Last column: Mulliken charge in e.
Element x y z (Å)
C1 -1.2387 1.3230 1.9356  -0.104
O1 -1.3280 2.5129 1.7699  -0.400
C2 -0.1784 0.0877 -0.8580  -0.231
C3 1.1067 -0.0323 -1.1797  -0.380
C4 1.0188 -1.4766 -0.8004  -0.151
O2 -0.4423 -1.2752 -0.7219  -0.384
H1 -0.3602 0.8561 2.4219  0.240
H2 -2.0338 0.6202 1.6167  0.266
H3 -0.9182 0.8735 -0.9563  0.446
H4 1.6518 0.4670 -1.9544  0.272
H5 1.3234 -1.7247 0.2241  0.163
H6 1.3988 -2.2318 -1.4974  0.263

- E_tot: -8336.425 eV
- Multiplicity: 1
- M: 86.090 g/mol
- E_HOMO: -9.0 eV
- Orbital gap: 0.3557 Ha

=====

Entry 2:
2 unconnected molecules or ions with the total composition C4H6O2S in a non-equilibrium geometry, computed with ωB97M-V/def2-TZVPD.

Last column: Mulliken charge in e.
Element x y z (Å)
C1 2.5789 1.0707 0.2724  0.179
C2 -2.3481 -1.0824 -0.2581  -0.373
C3 -2.1981 0.3461 0.0778  -0.459
C4 -1.2809 -0.7995 0.4477  -0.221
O1 1.7539 1.4289 -0.5225  -0.494
O2 1.8495 -0.9762 -0.7715  -0.445
S1 2.7942 -0.6291 0.4779  0.113
H1 3.2483 1.8182 0.9658  0.248
H2 1.4059 -0.2620 -1.2422  0.391
H3 -2.8732 -1.7171 -0.8458  0.386
H4 -1.7325 1.1252 -0.5950  0.146
H5 -2.6637 0.9040 0.9048  0.194
H6 -0.5343 -1.2268 1.0887  0.335

- E_tot: -19170.885 eV
- Multiplicity: 1
- M: 118.157 g/mol
- SMILES: C1=CC1.O=CSO
- E_HOMO: -9.1 eV
- Orbital gap: 0.3486 Ha

=====

Entry 3:
C4H6O2S in the gas phase in a non-equilibrium geometry, computed with ωB97M-V/def2-TZVPD.

Last column: Mulliken charge in e.
Element x y z (Å)
C1 -1.1509 0.8165 -1.0793  -0.555
C2 0.1698 0.0515 -0.9485  0.381
C3 0.4711 -1.8361 -0.1713  -0.201
C4 0.4680 -0.4584 0.4401  -0.004
H1 -0.8703 2.0332 0.3852  0.307
H2 -1.9788 0.2603 -0.6068  0.285
H3 -1.3839 0.9096 -2.1638  0.282
H4 0.9713 0.6602 -1.4191  0.252
H5 1.4302 -2.3072 -0.1836  0.266
H6 -0.3155 -2.5350 0.2212  0.218
O1 -1.0125 2.1170 -0.5632  -0.483
O2 0.1136 -1.2898 -1.4546  -0.433
S1 0.5994 0.1825 1.9039  -0.316

- E_tot: -19173.489 eV
- Multiplicity: 1
- M: 118.157 g/mol
- SMILES: OC[C@@H]1OCC1=S
- E_HOMO: -9.2 eV
- Orbital gap: 0.3162 Ha

=====

Entry 4:
2 unconnected molecules or ions with the total composition C4H6O2S in a non-equilibrium geometry, computed with ωB97M-V/def2-TZVPD.

Last column: Mulliken charge in e.
Element x y z (Å)
C1 -0.5458 0.0016 0.8005  0.507
C2 -0.8987 -0.0579 -0.3399  0.560
C3 0.0652 0.1200 2.1238  -1.561
C4 -1.4289 -0.0911 -1.6416  -1.453
O1 2.5907 -1.2600 -0.4383  -0.399
O2 2.1164 0.8788 -1.4720  -0.383
S1 2.2216 0.1289 -0.2805  0.693
H1 -0.5866 0.1980 2.9006  0.414
H2 0.4722 1.0707 1.9800  0.417
H3 0.7661 -0.6733 2.4528  0.275
H4 -2.1520 -0.7973 -1.6651  0.364
H5 -0.7134 -0.3950 -2.4562  0.285
H6 -1.9066 0.8765 -1.9642  0.281

- E_tot: -19172.865 eV
- Multiplicity: 1
- M: 118.157 g/mol
- E_HOMO: -9.8 eV
- Orbital gap: 0.3413 Ha

=====

Entry 5:
3 unconnected molecules or ions with the total composition C4H6O2S in a non-equilibrium geometry, computed with ωB97M-V/def2-TZVPD.

Last column: Mulliken charge in e.
Element x y z (Å)
C1 0.0896 1.1017 -0.2887  0.304
C2 0.1742 -0.0392 0.1333  -0.398
C3 0.4556 2.5401 -0.2817  -0.891
C4 1.2259 -2.5062 0.3055  -0.590
O1 -2.8229 -0.4970 -0.9202  -0.456
O2 -2.6455 -0.4983 1.3849  -0.424
S1 -2.0680 -1.0425 0.2036  0.729
H1 -0.2421 3.3284 0.2381  0.243
H2 0.4789 2.8216 -1.3361  0.282
H3 1.5635 2.8016 -0.0253  0.265
H4 2.0842 -2.2440 -0.3265  0.326
H5 0.4394 -2.8145 -0.3639  0.318
H6 1.2671 -2.9516 1.2770  0.292

- E_tot: -19167.519 eV
- Multiplicity: 1
- M: 118.157 g/mol
- E_HOMO (alpha / beta): -9.7 / -9.4 eV
- Orbital gap (alpha / beta): 0.2940 / 0.2417 Ha

=====

Entry 6:
C4H6O2S2 in the gas phase in a non-equilibrium geometry, computed with ωB97M-V/def2-TZVPD.

Last column: Mulliken charge in e.
Element x y z (Å)
C1 1.7682 -0.9629 -0.4793  -0.188
C2 2.0021 0.1554 -1.1153  -0.478
C3 -0.7029 -0.1453 -0.0645  -0.302
C4 -0.6652 0.3704 1.3515  -1.047
O1 -0.0644 1.0677 -2.6467  -0.584
O2 0.5426 2.3656 -0.6390  -0.562
S1 0.2355 -1.6652 -0.1950  -0.112
S2 0.4461 1.1191 -1.3031  0.969
H1 2.6223 -1.5345 -0.3635  0.403
H2 2.9868 0.4329 -1.2392  0.441
H3 -1.7400 -0.1252 -0.5590  0.441
H4 0.2494 0.3490 1.7692  0.393
H5 -1.3532 -0.3276 1.8970  0.357
H6 -1.2022 1.4125 1.2009  0.269

- E_tot: -30008.050 eV
- Multiplicity: 1
- M: 150.224 g/mol
- SMILES: C[C@@H]1SC=CS1(=O)=O
- E_HOMO: -9.1 eV
- Orbital gap: 0.3565 Ha

=====

Entry 7:
C4H6O2S2 in the gas phase in a non-equilibrium geometry, computed with ωB97M-V/def2-TZVPD.

Last column: Mulliken charge in e.
Element x y z (Å)
C1 0.5748 1.1474 0.1874  -0.483
C2 1.0244 -0.8559 -0.7282  0.644
C3 -0.4378 -1.7185 1.1440  -0.614
C4 0.0576 1.5429 -1.0160  -0.356
O1 1.1695 -0.8915 -1.9048  -0.494
O2 -0.1154 -1.5349 -0.2692  -0.331
S1 1.9613 0.0651 0.5604  -0.116
S2 -1.2774 2.7374 -1.1933  -0.221
H1 0.2528 1.5298 1.0974  0.586
H2 -0.5656 -0.7806 1.6761  0.273
H3 0.3169 -2.2722 1.7671  0.287
H4 -1.2556 -2.3784 1.1610  0.302
H5 0.4947 1.3639 -1.9510  0.385
H6 -2.2005 2.0457 -0.5308  0.138

- E_tot: -30008.299 eV
- Multiplicity: 1
- M: 150.224 g/mol
- SMILES: COC(=O)S/C=C/S
- E_HOMO: -8.9 eV
- Orbital gap: 0.3367 Ha

=====

Entry 8:
C4H6O2S2 in the gas phase in a non-equilibrium geometry, computed with ωB97M-V/def2-TZVPD.

Last column: Mulliken charge in e.
Element x y z (Å)
C1 -0.5441 2.5074 0.4820  -0.778
C2 0.3972 0.1101 -0.4750  0.476
C3 0.2664 -1.1573 -1.2741  -0.842
C4 -0.2048 -2.0681 -0.1037  0.632
H1 -1.2003 3.4949 0.6707  0.298
H2 -0.6149 1.9004 1.5198  0.263
H3 0.5685 2.9772 0.3036  0.250
H4 1.1630 -1.5317 -1.5259  0.323
H5 -0.3646 -1.2751 -2.1884  0.276
H6 0.3537 -2.0190 2.0046  0.353
O1 0.2692 -1.4817 1.0744  -0.408
O2 -0.8686 -3.1779 -0.0848  -0.584
S1 -1.0047 1.0860 -0.6556  -0.017
S2 1.7841 0.6347 0.2525  -0.243

- E_tot: -30007.863 eV
- Multiplicity: 1
- M: 150.224 g/mol
- SMILES: CSC(=S)CC(=O)O
- E_HOMO: -8.6 eV
- Orbital gap: 0.3068 Ha

=====

Entry 9:
A molecular structure, C4H6O2S2 in a non-equilibrium geometry, computed with ωB97M-V/def2-TZVPD.

Last column: Mulliken charge in e.
Element x y z (Å)
C1 -1.2267 0.3525 -0.3669  -0.502
C2 -0.2344 -0.6379 -0.7823  0.386
C3 1.2984 0.5409 0.8966  -0.963
C4 1.1570 -0.1628 -0.4587  -0.596
O1 -3.1208 1.7234 0.6082  -0.505
O2 -1.6343 -2.7718 -0.2268  -0.494
S1 -2.0335 1.7576 -0.4196  0.242
S2 -0.9395 -1.7304 0.4874  0.462
H1 -0.5435 -0.9288 -1.8431  0.386
H2 0.2707 0.7532 1.2729  0.306
H3 1.8144 1.5413 0.8101  0.303
H4 1.8678 -0.1413 1.5303  0.254
H5 1.7890 -0.9372 -0.4432  0.440
H6 1.5352 0.6415 -1.0648  0.281

- E_tot: -30005.535 eV
- Multiplicity: 1
- M: 150.224 g/mol
- E_HOMO (alpha / beta): -9.1 / -9.1 eV
- Orbital gap (alpha / beta): 0.2878 / 0.2898 Ha

=====

Entry 10:
A molecular structure, C4H6O3Pt in a non-equilibrium geometry, computed with ωB97M-V/def2-TZVPD.

Last column: Mulliken charge in e.
Element x y z (Å)
C1 0.8803 0.0500 0.4155  -0.393
C2 1.6606 -0.3231 1.2735  -0.503
H1 0.1245 0.4147 -0.2699  0.473
H2 2.3644 -0.6867 2.0142  0.436
H3 0.3965 -0.8188 1.3529  0.873
Pt1 -3.6706 -0.8031 0.9521  1.337
O1 -2.7597 -1.9694 1.8965  -0.459
C3 -1.7718 -1.3889 1.3846  0.689
O2 -1.9244 -0.3520 0.6786  -0.559
O3 -0.5251 -1.6983 1.7166  -0.240
C4 -0.2827 -2.7410 2.6834  -0.614
H4 0.8052 -2.8118 2.7668  0.306
H5 -0.7248 -2.4576 3.6432  0.339
H6 -0.7079 -3.6801 2.3172  0.318

- E_tot: -13605.159 eV
- <S²>: 2.0058
- Multiplicity: 3
- Charge: +2
- M: 297.167 g/mol
- E_HOMO (alpha / beta): -18.6 / -20.4 eV
- Orbital gap (alpha / beta): 0.3225 / 0.3025 Ha

=====

Entry 11:
A molecular structure, C4H6O3Y in a non-equilibrium geometry, computed with ωB97M-V/def2-TZVPD.

Last column: Mulliken charge in e.
Element x y z (Å)
H1 4.8370 -1.3282 0.3152  0.325
O1 4.6998 -0.4254 0.0326  -0.755
C1 0.6886 1.3370 0.4754  0.134
O2 0.2723 0.7333 -0.7406  -0.224
O3 0.7412 2.5544 0.4568  -0.477
Y1 2.9683 0.6847 -0.0158  1.775
C2 -0.9483 0.0427 -0.9979  -0.436
C3 -1.4631 -0.8149 0.1152  -0.013
C4 -2.5757 -0.5530 0.8007  -0.653
H2 -0.7000 -0.5838 -1.8662  0.235
H3 -1.6709 0.8265 -1.2602  0.333
H4 -0.8432 -1.6765 0.3836  0.246
H5 -2.8875 -1.1828 1.6359  0.274
H6 -3.1185 0.3862 0.6652  0.238

- E_tot: -11421.128 eV
- Multiplicity: 1
- Charge: +1
- M: 190.995 g/mol
- E_HOMO: -12.6 eV
- Orbital gap: 0.2346 Ha

=====

Entry 12:
2 unconnected molecules or ions with the total composition C4H6O4 in a non-equilibrium geometry, computed with ωB97M-V/def2-TZVPD.

Last column: Mulliken charge in e.
Element x y z (Å)
C1 -0.9149 0.6434 0.3865  -0.640
C2 0.4393 -1.5076 0.7730  -1.088
C3 1.1803 1.0939 -1.8140  0.795
C4 0.3823 -0.0270 0.9849  0.667
O1 0.4172 1.7433 -2.3791  -0.383
O2 -1.4042 -0.0689 -0.7224  -0.511
O3 2.0114 0.4362 -1.3646  -0.373
O4 1.1276 0.6135 1.6704  -0.569
H1 -2.1801 0.3768 -1.0769  0.288
H2 -1.6256 0.5816 1.2243  0.429
H3 -0.7516 1.7156 0.2022  0.397
H4 1.2971 -1.9311 1.2830  0.346
H5 0.5008 -1.7085 -0.2931  0.295
H6 -0.4796 -1.9612 1.1258  0.345

- E_tot: -12435.474 eV
- Multiplicity: 1
- M: 118.088 g/mol
- SMILES: CC(=O)CO.O=C=O
- E_HOMO: -9.8 eV
- Orbital gap: 0.3771 Ha

=====

Energy above the lowest of the compared OMol25 structures with the same formula, charge and spin readings, ordered: 389.44 426.61 175.42 235.54 751.43 321.43 297.44 339.45 564.11 394.08 118.87 67.42 kJ/mol